Entry 1:
14
Properties=species:S:1:pos:R:3 method="wB97M-V/def2-TZVPD" lumo_ev=0.64 smiles="O=C(O)NCCS" total_energy_ev=-19644.3973 total_charge=0 gap_ev=9.829
O -1.67 0.93 -1.04
C -1.90 0.06 -0.24
O -2.91 -0.88 -0.37
N -1.18 -0.09 0.92
C 0.27 -0.15 0.96
C 1.04 0.30 -0.28
S 2.87 -0.07 0.06
H -3.08 -0.78 -1.32
H -1.69 -0.61 1.61
H 0.58 -1.08 1.45
H 0.56 0.59 1.71
H 0.83 1.23 -0.81
H 0.82 -0.48 -1.03
H 3.73 0.79 -0.53

***

Entry 2:
14
Properties=species:S:1:pos:R:3 method="wB97M-V/def2-TZVPD" lumo_ev=0.37 total_energy_ev=-19641.5018 total_charge=0 gap_ev=9.633
C -0.24 -2.48 -0.77
C -0.74 0.88 0.48
C 0.45 1.02 1.52
H -1.36 -1.97 -1.38
H 0.34 -3.18 -1.26
H -0.14 -2.67 0.32
H -1.50 0.01 -1.29
H 0.38 0.24 2.52
H -0.01 1.94 2.01
H 2.01 0.46 0.69
N -0.66 0.12 -0.62
O -1.87 1.15 0.93
O 1.65 1.40 0.91
S 0.62 -0.79 -1.21

***

Entry 3:
15
Properties=species:S:1:pos:R:3 method="wB97M-V/def2-TZVPD" lumo_ev="-1.54 / -1.52" total_energy_ev=-30476.3805 total_charge=0 gap_ev="7.480 / 7.500"
C -0.20 -0.70 0.46
C 1.33 -0.70 0.39
C 0.26 1.22 -0.82
N -0.76 0.58 0.06
O 1.54 -2.14 3.54
O 1.47 1.85 1.39
S 1.79 -0.75 3.96
S 1.89 1.19 0.12
H -0.65 -1.34 -0.32
H -0.56 -0.95 1.41
H 1.82 -1.09 1.31
H 1.66 -1.17 -0.55
H 0.54 0.55 -1.68
H 0.05 2.13 -1.31
H -1.00 1.27 0.81

***

Entry 4:
14
Properties=species:S:1:pos:R:3 method="wB97M-V/def2-TZVPD" lumo_ev=7.32 smiles=CC(C)([O-])N([O-])O total_energy_ev=-10849.4650 total_charge=-2 gap_ev=4.185
C -0.62 -0.78 -1.12
C -0.24 0.28 -0.07
C -0.59 -0.35 1.33
O -0.69 1.50 -0.30
N 1.39 0.37 -0.35
O 2.08 -0.04 0.73
O 1.69 1.84 -0.58
H -0.15 -0.44 -2.21
H -1.63 -0.94 -1.10
H 0.09 -1.70 -0.97
H -1.21 0.28 2.01
H 0.33 -0.74 1.87
H -1.22 -1.36 1.39
H 0.77 2.07 -0.64

***

Entry 5:
14
Properties=species:S:1:pos:R:3 method="wB97M-V/def2-TZVPD" lumo_ev=0.34 smiles="O=CCNC=O.O" total_energy_ev=-10856.5447 total_charge=0 gap_ev=9.957
O -2.60 1.04 -1.09
C -1.76 0.25 -0.78
C -0.34 0.24 -1.32
N 0.62 0.46 -0.26
C 0.64 1.64 0.44
O 0.03 2.62 0.12
H -1.90 -0.58 -0.05
H -0.26 1.02 -2.08
H -0.13 -0.72 -1.77
H 1.26 -0.23 -0.04
H 1.30 1.51 1.32
O 1.24 -2.18 1.65
H 1.38 -3.13 1.62
H 0.52 -1.95 2.24

***

Entry 6:
14
Properties=species:S:1:pos:R:3 method="wB97M-V/def2-TZVPD" lumo_ev=0.45 total_energy_ev=-10853.3322 total_charge=0 gap_ev=8.815
C -1.20 1.29 0.22
C 0.74 0.54 0.30
N 1.15 0.59 -1.01
O 1.31 0.93 1.27
H 2.16 0.62 -1.09
H 0.69 -0.06 -1.64
H -1.77 1.26 1.14
H -0.73 2.27 0.11
H -1.77 1.01 -0.67
C 0.06 -1.44 0.56
O 0.00 -2.06 -0.66
O 0.05 -2.04 1.59
H -0.09 -3.02 -0.53
H -0.61 0.11 0.41

***

The records above yield relative energy (zero: lowest compared OMol25 entry of this formula, charge and spin) values of 1.2069 4.1024 4.1884 1.0694 1.8231 5.0356 eV, respectively.